Record 1
{
  "formula": "C19H22N5OReS4Sb",
  "method": "ωB97M-V with the def2-TZVPD basis set",
  "species": ["Re", "Sb", "S", "S", "S", "S", "O", "N", "N", "N", "N", "N", "C", "C", "C", "C", "C", "C", "C", "C", "C", "C", "C", "C", "C", "C", "C", "C", "C", "C", "C", "H", "H", "H", "H", "H", "H", "H", "H", "H", "H", "H", "H", "H", "H", "H", "H", "H", "H", "H", "H", "H", "H"],
  "coordinates": [[-10.3826, -10.7439, 7.1416], [-10.3530, -7.8743, 8.8959], [-12.1692, -7.6320, 7.5098], [-8.7140, -9.0190, 7.7042], [-11.1623, -10.4220, 9.4347], [-11.9121, -9.3997, 6.2546], [-9.3572, -11.1079, 5.3301], [-7.9706, -9.4751, 4.5898], [-9.5078, -12.3698, 8.3451], [-9.4325, -10.7538, 11.4312], [-11.2176, -12.6618, 6.4595], [-9.0577, -12.1076, 9.6416], [-9.4789, -9.5377, 2.1118], [-9.4066, -14.7091, 8.9301], [-7.7740, -16.0911, 10.1059], [-12.2127, -13.9896, 4.7105], [-8.8198, -16.9113, 10.5698], [-10.5571, -14.9378, 6.1235], [-9.7173, -13.5851, 8.0348], [-8.1682, -11.5094, 3.3033], [-9.0913, -8.2220, 2.8035], [-9.7609, -11.1681, 10.2038], [-12.0926, -12.8055, 5.4531], [-10.4375, -15.5439, 9.3551], [-10.5162, -13.7574, 6.8101], [-8.0866, -15.0056, 9.2999], [-8.8826, -8.3368, 4.3084], [-10.1280, -16.6453, 10.1683], [-8.5175, -10.7056, 4.5187], [-8.3864, -10.6404, 2.0357], [-11.3943, -15.0377, 5.0295], [-11.4535, -15.3030, 9.1126], [-10.9180, -17.2825, 10.5228], [-7.1456, -11.9067, 3.3124], [-12.7062, -11.9370, 5.2699], [-13.0033, -14.1255, 3.9390], [-10.3651, -10.0098, 2.5540], [-8.4051, -7.4434, 4.7714], [-9.8015, -8.4800, 4.8462], [-8.1496, -7.8569, 2.3121], [-6.7601, -16.2708, 10.4064], [-10.0462, -10.1398, 11.9411], [-8.6993, -11.2357, 1.1733], [-11.4527, -15.9578, 4.4797], [-9.9723, -15.7894, 6.4660], [-8.5831, -11.1360, 11.8365], [-7.3024, -14.3482, 8.9718], [-8.8547, -12.3406, 3.3184], [-9.6655, -9.3105, 1.0563], [-9.8582, -7.4787, 2.5269], [-7.4200, -10.1542, 1.7967], [-8.5652, -17.7121, 11.2230], [-7.1483, -9.3859, 4.0015]],
  "spin_multiplicity": 3,
  "charge": 1,
  "de_lowest_ev": 0.000,
  "e_homo_ev": [-9.7, -10.3]
}

---

Record 2
{
  "formula": "C28H22Cl3N4O5S4Yb",
  "method": "ωB97M-V with the def2-TZVPD basis set",
  "species": ["Yb", "Cl", "Cl", "Cl", "S", "S", "S", "S", "O", "O", "O", "O", "O", "N", "N", "N", "N", "C", "C", "C", "C", "C", "C", "C", "C", "C", "C", "C", "C", "C", "C", "C", "C", "C", "C", "C", "C", "C", "C", "C", "C", "C", "C", "C", "C", "H", "H", "H", "H", "H", "H", "H", "H", "H", "H", "H", "H", "H", "H", "H", "H", "H", "H", "H", "H", "H", "H"],
  "coordinates": [[-0.3314, 0.6438, 0.2544], [-3.8277, -0.1924, 3.4682], [-1.3785, 1.1988, 2.9104], [-1.3933, -0.9959, 4.7456], [-0.8087, 3.4570, 0.7512], [1.8721, 1.7340, -1.7531], [2.1868, 3.3550, -0.6207], [0.3994, 4.4554, -0.5239], [-2.5187, -2.3216, 1.9681], [-1.0918, 1.4400, -1.8182], [-2.6093, 0.9113, 0.2747], [-7.2572, 1.8674, -0.1649], [-0.6623, -1.1318, 1.5606], [1.0811, -1.6974, -1.5811], [1.7899, 0.6656, 1.6029], [1.3088, -0.8456, -0.5993], [-1.2268, -1.2944, -1.2269], [-0.2157, -1.8987, -1.8967], [2.4506, 0.2526, 3.9044], [-3.5488, 1.4249, -0.4070], [-1.7439, -1.3984, 2.0987], [-2.8047, -2.5678, -2.4974], [-2.1026, -0.3542, 3.2586], [3.6595, -1.4445, -0.7660], [4.9248, -1.3824, -0.2470], [5.1704, -0.5994, 0.8880], [-5.7460, 2.4895, -1.8520], [-7.4980, 1.3910, 1.1342], [-2.0387, 2.1041, -2.2598], [-1.7765, -3.1566, -3.2332], [1.9154, 1.0901, 2.9112], [-1.7611, 3.0109, -3.4462], [2.5156, 0.6561, 5.2193], [1.4863, 2.7301, 4.6365], [4.1546, 0.0869, 1.4973], [2.0318, 1.8970, 5.6014], [-5.9467, 1.8991, -0.5896], [-4.4834, 2.5526, -2.3742], [2.5819, -0.7836, -0.1444], [1.4334, 2.3458, 3.3118], [2.8123, 0.0029, 1.0401], [-4.8840, 1.3927, 0.1055], [-0.4811, -2.8149, -2.9411], [-3.3631, 2.0418, -1.6991], [-2.4662, -1.6386, -1.5262], [1.0900, 3.6930, 4.9271], [-6.9412, 1.9765, 1.8744], [-2.0046, -3.8641, -4.0232], [2.0748, 2.1941, 6.6411], [2.8043, -0.7295, 3.6200], [-2.3691, 3.9104, -3.4370], [5.7429, -1.8974, -0.7345], [4.3737, 0.7376, 2.3333], [-4.9989, 0.9228, 1.0698], [2.9393, -0.0153, 5.9553], [-1.9331, 2.4617, -4.3717], [0.3650, -3.2187, -3.4744], [3.4474, -1.9874, -1.6761], [-7.2255, 0.3332, 1.2318], [6.1805, -0.5246, 1.2773], [-8.5707, 1.5149, 1.2969], [-3.8409, -2.8224, -2.6711], [-0.7097, 3.2899, -3.4066], [-4.3572, 2.9771, -3.3602], [-6.6059, 2.8799, -2.3739], [1.0220, 3.0155, 2.5674], [-3.2483, -1.1518, -0.9538]],
  "spin_multiplicity": 2,
  "charge": -2,
  "e_homo_ev": [-1.1, -1.1]
}

---

Record 3
{
  "formula": "C2H10N2",
  "method": "ωB97M-V with the def2-TZVPD basis set",
  "species": ["N", "N", "C", "C", "H", "H", "H", "H", "H", "H", "H", "H", "H", "H"],
  "coordinates": [[-3.5078, -1.3749, 0.6812], [1.1752, -0.0321, 0.3483], [0.9670, -0.2778, -1.1238], [2.0002, 1.2538, 0.4723], [-4.1283, -0.9248, 1.3050], [3.0709, 0.9180, 0.5264], [0.3178, 0.4229, -1.6048], [0.4888, -1.1897, -1.2466], [-3.7918, -0.9359, -0.2753], [0.1676, -0.1222, 0.5483], [2.0791, 1.9195, -0.3281], [1.8091, 1.8022, 1.3881], [-2.4986, -1.1883, 0.9463], [1.8511, -0.2708, -1.6373]],
  "smiles": "CNC.N",
  "de_lowest_ev": 1.562,
  "e_homo_ev": -9.0
}